The following is a DFT calculation (ωB97M-V with the def2-TZVPD basis set) of a molecular structure, C29H46BaBrN3P2S.

Structure (XYZ):
```
83
Properties=species:S:1:pos:R:3:mulliken_charge:R:1
N -5.193 5.034 -2.753 -0.530
C -4.753 5.466 -1.571 -0.361
C -3.487 5.159 -1.065 -0.577
C -2.627 4.332 -1.823 0.310
C -3.108 3.890 -3.083 -0.282
C -4.384 4.270 -3.497 -0.420
C -1.311 3.967 -1.324 0.486
Ba 0.563 2.947 0.508 1.417
P 4.266 0.586 0.411 -0.272
C -0.625 2.877 -1.878 -2.212
C -1.127 1.515 -1.897 1.842
C -0.567 0.537 -2.767 -1.136
C -0.727 -0.811 -2.530 -0.582
C -1.434 -1.239 -1.377 -0.173
C -2.275 -0.286 -0.739 -1.071
C -2.137 1.068 -1.008 -0.168
Br 0.684 -0.356 0.326 -0.100
H -0.837 4.734 -0.675 0.685
H 0.312 3.052 -2.439 0.348
H -3.192 5.546 -0.088 0.359
H -2.494 3.277 -3.748 0.367
H -5.444 6.088 -0.992 0.373
H -4.775 3.939 -4.464 0.384
H 0.038 0.885 -3.615 0.562
H -2.742 1.805 -0.471 0.412
H -0.248 -1.563 -3.171 0.205
H -2.988 -0.633 0.018 0.446
P -1.390 -2.967 -0.803 1.466
C 3.471 2.217 0.324 1.303
C 4.523 3.307 0.079 -1.562
H 2.988 2.365 1.314 -0.275
H 2.749 2.181 -0.525 -0.361
H 4.133 4.291 0.361 0.343
H 5.425 3.119 0.675 0.399
H 4.815 3.367 -0.975 0.377
C 3.703 -0.185 -1.161 0.534
C 4.585 -1.383 -1.508 -1.388
H 3.766 0.590 -1.942 0.444
H 2.637 -0.471 -1.021 -0.663
H 4.356 -1.737 -2.521 0.390
H 5.647 -1.103 -1.482 0.420
H 4.434 -2.216 -0.810 0.300
C 3.471 -0.486 1.686 1.091
C 4.464 -1.108 2.659 -1.540
H 2.903 -1.273 1.171 0.022
H 2.732 0.112 2.232 -0.617
H 3.955 -1.836 3.302 0.379
H 5.269 -1.639 2.136 0.416
H 4.920 -0.351 3.306 0.342
C -1.297 -2.953 1.001 0.188
C -0.912 -4.282 1.656 -1.500
H -2.274 -2.597 1.365 0.516
H -0.547 -2.174 1.251 -0.724
H -1.779 -4.955 1.676 0.349
H -0.076 -4.768 1.137 0.310
H -0.600 -4.103 2.697 0.400
C 0.107 -3.676 -1.484 -0.493
C -0.060 -4.373 -2.835 -1.469
H 0.505 -4.376 -0.737 0.517
H 0.829 -2.847 -1.524 0.169
H -0.566 -5.339 -2.716 0.416
H -0.614 -3.774 -3.566 0.340
H 0.937 -4.573 -3.247 0.417
C -2.864 -3.869 -1.296 -0.610
C -4.160 -3.561 -0.540 -1.207
H -2.603 -4.939 -1.219 0.483
H -2.986 -3.639 -2.363 0.475
H -4.679 -2.710 -0.997 0.347
H -4.827 -4.428 -0.606 0.382
H -4.009 -3.347 0.525 0.303
C -1.544 -0.285 3.935 -0.890
N -0.337 0.527 3.909 0.280
C 0.851 0.204 4.540 -0.098
C 1.734 1.203 4.302 -1.014
N 1.067 2.126 3.509 0.229
C -0.253 1.746 3.318 -0.171
S -1.519 2.632 2.617 -0.335
H -2.392 0.336 3.633 0.306
H -1.460 -1.128 3.238 0.199
H -1.710 -0.670 4.947 0.394
H 0.953 -0.705 5.115 0.524
H 2.753 1.338 4.622 0.448
H 1.383 3.082 3.354 0.387
```

Values from the calculation:
Frontier orbital gap (alpha / beta) (eV): 5.31 / 5.31
Charge: +2
Strongest force on any atom (eV Å⁻¹): 2.0
Energy above the lowest of the compared OMol25 structures with the same formula, charge and spin (eV): 0.000
HOMO energy (alpha / beta) (Ha): -0.457 / -0.457

The following is a DFT calculation (ωB97M-V with the def2-TZVPD basis set) of a molecular structure, C4H8O3Zn.

Structure (XYZ):
```
16
Properties=species:S:1:pos:R:3:mulliken_spin:R:1
C -0.331 -1.946 1.486 0.000
O -0.015 -0.921 2.176 0.002
H 0.541 -1.514 -0.260 -0.001
H -0.262 -2.931 1.978 0.000
H -1.256 -1.811 0.893 -0.001
O 1.765 0.241 0.085 0.043
C 1.145 -0.409 -0.907 0.016
C 0.026 0.472 -1.458 -0.013
O -0.871 0.734 -0.379 0.215
C -0.949 1.964 0.163 0.571
Zn 0.689 0.664 1.549 0.142
H 1.806 -0.707 -1.741 0.002
H -0.543 -0.078 -2.219 0.005
H 0.430 1.402 -1.886 -0.002
H -1.789 2.075 0.851 0.008
H -0.387 2.763 -0.331 0.013
```

Values from the calculation:
Frontier orbital gap (alpha / beta) (eV): 7.31 / 7.85
Charge: +1
Strongest force on any atom (eV Å⁻¹): 4.0
2S+1: 2
Energy above the lowest of the compared OMol25 structures with the same formula, charge and spin (eV): 0.000
HOMO energy (alpha / beta) (Ha): -0.466 / -0.510

The following is a DFT calculation (ωB97M-V with the def2-TZVPD basis set) of 4 unconnected molecules or ions with the total composition C4H16NO5.

Structure (XYZ):
```
26
Properties=species:S:1:pos:R:3:mulliken_charge:R:1
C 1.474 0.305 -0.394 -1.024
O 0.870 1.359 0.195 -0.822
C 0.539 -0.965 -0.514 0.400
C -0.326 -1.177 0.715 -0.401
C -1.380 -2.291 0.659 -0.648
O -2.738 -1.838 0.802 -0.577
N 1.381 -2.230 -0.626 -0.623
H 1.798 0.576 -1.469 0.210
H 2.518 0.086 0.014 0.341
H 0.043 -0.669 -1.431 0.247
H 0.400 -1.253 1.543 0.222
H -0.795 -0.223 0.951 0.379
H -1.389 -2.610 -0.401 0.271
H -1.076 -2.989 1.414 0.333
H -2.949 -1.314 0.038 0.319
H 2.330 -1.913 -0.469 0.238
H 1.240 -2.587 -1.561 0.281
H 0.548 2.864 -0.360 0.466
H -0.880 2.977 0.371 0.336
O -0.312 3.436 -0.275 -0.838
H -0.634 1.338 -2.207 0.287
H -0.802 2.734 -1.678 0.455
O -0.842 2.206 -2.539 -0.756
H 0.535 1.558 1.580 0.419
H 0.403 0.984 3.118 0.232
O 0.041 1.637 2.523 -0.747
```

Values from the calculation:
Frontier orbital gap (eV): 8.18
Charge: -1
Strongest force on any atom (eV Å⁻¹): 2.7
Energy above the lowest of the compared OMol25 structures with the same formula, charge and spin (eV): 0.087
HOMO energy (Ha): -0.173

Question: Among the records above, which one has the lowest charge?
Answer: C4H16NO5